(1)
Density functional theory data (ωB97M-V/def2-TZVPD) for a structure of composition C23H29AgCl2N6SSi at a distorted geometry.

Geometry as XYZ:
```
63
Properties=species:S:1:pos:R:3:forces:R:3:mulliken_charge:R:1
Ag -1.073 -0.937 0.299 1.147 -2.479 2.219 -1.86
S -1.058 -0.937 2.634 1.140 -0.290 1.629 -0.49
C 0.651 -1.187 2.449 -0.253 0.373 2.468 0.73
N 1.318 -0.936 3.543 -1.034 -0.154 0.758 -0.88
N 2.679 -1.133 3.492 2.628 1.110 -0.288 0.01
C 3.502 0.017 3.354 -0.460 -1.209 -0.390 0.20
C 3.025 1.232 2.846 -0.291 0.523 -0.118 -0.08
C 3.886 2.313 2.637 0.006 -0.735 0.243 -0.68
C 5.245 2.186 2.912 0.088 0.299 -0.070 -0.38
C 5.745 0.975 3.385 -0.644 -0.390 0.048 -0.49
C 4.880 -0.104 3.592 0.552 0.546 0.127 -0.50
N 1.285 -1.628 1.304 1.414 -0.216 1.473 -0.71
N 0.957 -0.937 0.314 1.198 0.427 -0.905 1.16
C 1.692 -1.325 -0.817 -0.853 -1.502 -1.693 0.14
C 1.021 -1.827 -1.936 2.014 -6.843 7.753 0.16
C 1.726 -2.182 -3.089 8.666 -8.153 1.274 0.77
C 3.111 -2.029 -3.132 -1.694 -1.043 -1.376 -1.45
C 3.792 -1.518 -2.027 -0.247 1.377 2.361 -0.57
C 3.083 -1.164 -0.877 2.007 0.016 -0.858 -0.76
H 3.002 -1.683 4.284 -0.206 0.062 -0.231 0.28
H 1.968 1.341 2.611 0.168 -0.195 0.094 0.45
H 3.485 3.246 2.252 0.042 -0.091 0.023 0.34
H 5.913 3.026 2.746 -0.007 -0.059 0.005 0.34
H 6.806 0.863 3.585 -0.058 -0.022 -0.014 0.34
H 5.286 -1.051 3.936 -0.088 0.000 -0.013 0.29
H -0.060 -1.941 -1.893 1.789 -1.574 1.203 0.17
H 1.190 -2.577 -3.947 3.280 -4.702 1.782 0.43
H 3.661 -2.306 -4.028 -0.136 0.009 -0.016 0.36
H 4.870 -1.393 -2.054 -0.099 -0.017 0.046 0.39
H 3.604 -0.760 -0.012 -0.102 -0.137 -0.088 0.55
C 0.455 -0.936 -3.535 -7.144 7.979 -5.736 -0.17
C -0.973 -0.978 -3.090 -1.665 1.214 -0.059 0.30
C -2.001 -1.046 -4.018 -0.862 -0.246 -0.277 -0.71
C -3.328 -1.095 -3.586 0.407 -0.001 0.420 -0.47
C -3.650 -1.058 -2.225 0.462 -0.008 -1.101 -0.51
C -2.656 -0.938 -1.253 -1.812 -0.250 -0.203 0.12
N -1.205 -0.937 -1.768 -6.055 1.848 -1.134 0.28
N -3.175 -0.937 0.167 0.610 1.587 -4.432 -0.33
Si -3.828 0.623 0.677 -0.050 -1.577 -0.070 0.51
C -3.214 2.076 -0.312 -4.856 0.084 -0.633 -0.93
C -5.712 0.534 0.530 -0.124 0.153 0.057 -1.19
C -3.442 0.854 2.503 -0.309 0.377 -0.130 -1.24
H 0.681 -1.801 -4.166 -3.113 4.707 -1.145 0.11
H 1.133 -0.957 -2.676 -0.615 6.702 -2.879 -0.36
H 0.647 -0.019 -4.100 -0.073 0.422 -0.238 0.34
H -1.781 -1.072 -5.079 0.083 0.019 0.010 0.33
H -4.130 -1.166 -4.313 0.018 0.007 -0.068 0.36
H -4.693 -1.120 -1.927 0.233 0.012 0.166 0.43
H -3.518 2.007 -1.360 -0.307 -0.062 0.029 0.42
H -2.122 2.145 -0.276 -6.625 0.417 -2.514 -0.56
H -3.621 3.010 0.089 -0.530 0.036 -0.033 0.76
H -6.018 0.465 -0.517 -0.013 -0.002 0.012 0.26
H -6.169 1.428 0.964 -0.120 0.057 -0.005 0.29
H -6.097 -0.342 1.062 0.056 0.016 -0.033 0.27
H -2.362 0.925 2.664 -0.349 0.059 0.086 0.28
H -3.823 0.012 3.089 0.105 0.033 -0.021 0.28
H -3.907 1.770 2.880 -0.158 0.088 0.035 0.33
Cl -1.719 3.799 -1.247 1.911 2.655 -1.072 -0.22
C -1.073 3.206 0.300 1.887 2.602 1.134 -0.48
Cl -1.073 1.428 0.299 9.354 -2.069 3.730 0.63
H -1.707 3.576 1.131 0.267 -0.245 -0.618 0.27
H -0.035 3.576 0.433 -0.636 -0.301 -0.226 0.40
H -1.073 -2.677 0.299 0.055 -1.247 -0.496 -0.01
```
Forces are in eV/Å.

## Properties
E_LUMO (alpha / beta): 4.5542 / 4.5559 eV
charge: -2
frontier orbital gap (alpha / beta): 3.885 / 3.760 eV
DFT total energy: -2976.4990 a.u.



(2)
Density functional theory data (ωB97M-V/def2-TZVPD) for a structure of composition C27H36Cl2N2O2SSe2SiYb at a distorted geometry.

Geometry as XYZ:
```
74
Properties=species:S:1:pos:R:3:forces:R:3:mulliken_charge:R:1
Yb -1.409 -0.002 1.718 -0.753 0.037 0.166 0.72
Se -3.288 -1.325 3.584 0.348 0.368 -0.081 -0.31
Se 0.720 -1.740 3.256 0.205 0.320 -0.432 0.05
C 0.392 -0.184 4.390 0.263 -0.143 -0.093 0.29
C 0.860 -0.202 5.703 -0.431 0.032 -0.600 -0.54
C 0.556 0.898 6.490 1.042 -0.099 0.335 -0.35
C -0.144 1.958 5.960 -0.301 0.087 0.388 -0.76
C -0.594 1.855 4.657 0.167 0.513 -0.351 -0.11
N -0.301 0.819 3.848 -0.239 0.175 0.729 -0.02
C -3.240 -2.448 2.071 0.226 -0.018 -0.649 0.25
C -3.916 -3.669 2.019 0.054 -0.024 0.005 -0.73
C -3.905 -4.420 0.862 0.290 0.054 0.084 -0.36
C -3.198 -3.957 -0.248 0.050 -0.295 -0.544 -0.72
C -2.508 -2.779 -0.131 -0.357 0.097 0.250 -0.15
N -2.533 -2.041 0.998 0.465 0.350 -0.450 -0.08
H 1.445 -1.032 6.075 -0.014 0.008 -0.022 0.48
H 1.011 0.979 7.475 -0.358 -0.121 -0.035 0.39
H -0.331 2.831 6.594 -0.103 -0.274 -0.537 0.40
H -1.161 2.688 4.242 0.059 -0.334 -0.183 0.34
H -4.395 -3.944 2.937 -0.403 -0.477 0.079 0.43
H -4.378 -5.386 0.789 -0.274 -0.047 0.208 0.42
H -3.171 -4.510 -1.196 -0.037 0.213 0.544 0.40
H -1.955 -2.385 -0.979 0.114 0.117 0.174 0.41
Cl -1.785 3.254 1.187 0.329 0.017 -0.014 -0.12
C -3.536 3.319 0.858 0.210 -0.525 0.052 -0.34
Cl -4.212 1.710 1.162 -0.038 -0.085 -0.130 -0.06
H -3.681 3.596 -0.190 -0.065 0.067 0.470 0.37
H -3.941 3.980 1.604 -0.291 0.349 -0.154 0.38
C 0.332 1.689 -1.657 -0.007 0.963 0.561 -0.80
Si -0.737 0.362 -2.391 -0.340 0.126 0.708 -0.33
C 0.259 -0.859 -3.387 0.332 0.111 -0.145 2.34
C 1.339 -1.557 -2.530 -0.468 -0.941 -0.781 -1.76
C -0.678 -1.839 -4.094 0.161 -1.105 -0.186 -1.76
C 1.043 -0.097 -4.456 1.113 0.229 -0.897 -1.76
C -2.225 1.188 -3.210 0.349 -0.607 -0.415 2.45
C -3.396 0.192 -3.247 -0.549 1.287 0.504 -1.72
C -2.516 2.444 -2.394 -0.878 -0.219 0.631 -1.67
C -1.916 1.633 -4.643 -0.361 0.433 0.445 -2.09
H 0.634 2.425 -2.425 -0.065 -0.176 0.282 0.42
H 1.226 1.262 -1.235 0.571 -0.191 0.099 0.20
H -0.152 2.247 -0.818 0.257 -0.361 -0.795 0.04
H 0.900 -2.284 -1.839 0.078 0.396 0.361 0.29
H 2.033 -0.856 -2.058 -0.261 -0.116 0.127 0.25
H 1.922 -2.192 -3.220 0.056 0.279 0.164 0.48
H -1.351 -2.442 -3.454 0.325 0.502 0.030 0.16
H -0.071 -2.591 -4.637 -0.186 0.341 0.073 0.45
H -1.300 -1.332 -4.834 0.068 -0.027 0.058 0.42
H 1.821 0.547 -4.033 -0.164 0.044 0.279 0.38
H 0.496 0.546 -5.157 -0.210 -0.370 0.255 0.31
H 1.641 -0.812 -5.070 -0.547 0.212 0.229 0.48
H -3.672 -0.123 -2.239 -0.144 -0.001 0.011 0.24
H -3.237 -0.682 -3.837 0.472 -0.608 -0.404 0.39
H -4.245 0.705 -3.712 -0.196 -0.059 0.179 0.48
H -2.709 2.180 -1.336 0.246 0.026 -0.376 -0.09
H -3.433 2.964 -2.727 0.310 -0.175 -0.192 0.58
H -1.677 3.136 -2.433 -0.095 0.112 0.012 0.35
H -1.702 0.828 -5.313 -0.012 -0.600 -0.398 0.41
H -1.081 2.320 -4.691 0.200 0.290 0.021 0.43
H -2.810 2.154 -4.990 0.015 0.101 -0.319 0.53
O 8.144 0.738 1.177 1.135 0.200 0.496 -0.47
C 7.355 0.499 2.222 -0.457 -0.650 0.328 0.63
O 7.776 0.386 3.339 0.429 0.384 -0.286 -0.53
C 5.908 0.265 1.960 -0.986 -0.471 -1.079 0.72
C 5.061 0.171 3.045 0.007 0.103 0.646 -0.89
C 3.704 -0.111 2.909 0.232 0.382 0.176 -0.24
C 3.191 -0.345 1.653 -0.594 -0.025 -0.253 1.07
S 1.455 -0.783 1.368 0.356 -0.156 0.705 0.14
C 4.013 -0.276 0.532 -0.332 -0.391 0.069 -0.90
C 5.347 0.004 0.697 0.956 0.289 -0.396 -0.78
H 7.727 0.771 0.322 -0.603 0.028 -0.318 0.29
H 5.523 0.309 4.020 -0.287 0.053 -0.050 0.46
H 3.056 -0.083 3.775 0.096 -0.213 0.027 0.20
H 3.655 -0.521 -0.460 -0.142 0.033 0.076 0.34
H 5.941 -0.045 -0.227 -0.039 0.178 0.528 0.16
```
Forces are in eV/Å.

## Properties
E_LUMO (alpha / beta): -3.3826 / -3.6609 eV
charge: +1
multiplicity: 2
frontier orbital gap (alpha / beta): 6.227 / 6.080 eV
DFT total energy: -8879.8894 a.u.



(3)
Density functional theory data (ωB97M-V/def2-TZVPD) for a structure of composition C3H6O4 at a distorted geometry.

Geometry as XYZ:
```
13
Properties=species:S:1:pos:R:3:forces:R:3:mulliken_charge:R:1
C 1.621 -1.453 0.947 1.143 0.541 -1.407 -0.51
C 2.031 -0.832 -0.190 0.031 -1.162 1.621 -0.45
H 1.698 -0.957 1.918 -0.146 -0.142 -0.337 0.24
H 1.204 -2.463 0.924 0.202 0.301 0.023 0.24
H 1.980 -1.333 -1.160 -0.039 0.198 0.307 0.24
H 2.393 0.200 -0.174 -0.073 -0.408 -0.007 0.23
O -0.282 -0.050 -0.100 -2.534 4.602 0.125 -0.18
C -1.367 1.027 -0.366 1.505 -1.571 0.103 0.78
O -0.335 1.575 0.279 0.170 -2.450 -0.392 -0.31
O -1.530 1.334 -1.655 0.062 0.215 -0.308 -0.46
H -2.465 1.449 -1.861 -0.009 -0.145 0.136 0.35
O -2.541 0.854 0.253 -0.501 0.006 0.192 -0.50
H -2.407 0.650 1.187 0.188 0.015 -0.056 0.32
```
Forces are in eV/Å.

## Properties
E_LUMO: -0.5780 eV
charge: 0
frontier orbital gap: 8.468 eV
DFT total energy: -418.6920 a.u.
relative energy (zero: lowest compared OMol25 entry of this formula, charge and spin): 5.504 eV